## i
Here is one molecule with the formula C16H20N2O5S2 from the Open Molecules 2025 dataset. Energies are from ωB97M-V with the def2-TZVPD basis set.

Computed properties:
Spin multiplicity: 1
LUMO energy: 0.437 eV
Structure (SMILES): COc1ccc(CCNC(=O)CNS(=O)(=O)c2cccs2)cc1OC

```
45
C16H20N2O5S2 ωB97M-V with the def2-TZVPD basis set
C -4.75 0.25 0.65
H -5.17 -0.76 0.65
O -3.68 0.37 -0.26
C -2.59 -0.44 -0.08
C -2.43 -1.34 0.96
C -1.26 -2.09 1.07
C -0.24 -1.96 0.13
C -0.42 -1.08 -0.93
C -1.57 -0.31 -1.04
O -1.81 0.60 -2.02
C -0.87 0.72 -3.07
H -0.77 -0.22 -3.62
H -1.28 1.48 -3.73
H 0.11 1.04 -2.70
H 0.34 -0.99 -1.68
C 1.00 -2.79 0.33
H 1.35 -2.65 1.35
H 0.73 -3.85 0.23
C 2.17 -2.52 -0.62
N 2.70 -1.18 -0.48
C 3.75 -0.90 0.31
O 4.38 -1.71 0.95
C 4.10 0.60 0.31
N 2.99 1.40 0.82
S 1.97 2.14 -0.27
O 1.93 1.34 -1.46
O 2.29 3.53 -0.42
C 0.44 2.02 0.60
C -0.71 2.72 0.39
C -1.72 2.38 1.31
C -1.31 1.42 2.18
S 0.31 0.91 1.90
H -1.87 0.97 2.98
H -2.70 2.82 1.31
H -0.81 3.46 -0.39
H 3.26 2.05 1.54
H 4.98 0.74 0.93
H 4.33 0.90 -0.72
H 2.25 -0.41 -0.95
H 1.87 -2.67 -1.66
H 2.98 -3.21 -0.38
H -1.15 -2.77 1.89
H -3.20 -1.47 1.70
H -5.50 0.96 0.31
H -4.44 0.51 1.67
```

Results of the Löwdin charge analysis, in e, for atoms 1 through 2: atom 1 (C): -0.09, atom 2 (H): 0.10



## ii
Here is C16H20N2O5S2 as an isolated structure from the Open Molecules 2025 dataset. Energies are from ωB97M-V with the def2-TZVPD basis set.

Computed properties:
Spin multiplicity: 1
LUMO energy: -0.113 eV

```
45
C16H20N2O5S2 ωB97M-V with the def2-TZVPD basis set
C 3.77 2.27 -0.11
H 3.17 2.45 0.76
O 2.94 1.20 -0.89
C 1.76 1.43 -1.24
C 1.12 2.57 -1.15
C -0.17 2.69 -1.21
C -0.76 1.70 -1.71
C -0.22 0.32 -2.18
C 1.16 0.22 -1.86
O 1.90 -0.73 -2.11
C 1.28 -2.02 -2.52
H 0.50 -2.44 -2.07
H 1.01 -1.61 -3.89
H 2.05 -2.66 -2.65
H -0.73 -0.49 -2.66
C -2.33 1.63 -1.86
H -2.66 2.40 -2.82
H -2.67 0.62 -2.21
C -3.32 1.92 -0.66
N -2.59 1.35 0.63
C -3.29 0.40 1.23
O -4.41 0.21 1.35
C -2.51 -0.17 2.54
N -1.73 -1.30 2.16
S -0.66 -1.41 0.86
O -0.17 0.24 0.97
O -0.80 -1.62 -0.46
C 0.65 -2.22 1.70
C 0.82 -3.23 2.41
C 2.00 -3.68 2.68
C 2.91 -3.06 2.20
S 2.38 -1.69 1.21
H 4.00 -3.10 2.30
H 2.25 -4.61 3.13
H -0.15 -3.73 2.59
H -2.58 -2.10 1.75
H -1.77 0.45 2.63
H -3.09 -0.24 3.46
H -1.61 1.34 0.65
H -4.16 1.64 -0.55
H -3.08 3.24 -0.46
H -0.66 3.58 -0.70
H 1.68 3.39 -0.45
H 3.99 3.20 -0.79
H 4.83 1.66 0.02
```

Results of the Löwdin charge analysis, in e, for atoms 1 through 2: atom 1 (C): 0.02, atom 2 (H): 0.06



Most stable one: i, least stable one: ii.



## i
Here is a 3-piece molecular cluster, C3H11NO3 overall from the Open Molecules 2025 dataset. Energies are from ωB97M-V with the def2-TZVPD basis set.

Computed properties:
Spin multiplicity: 2
Total charge: -1
LUMO energy (spin up / spin down): 3.233 / 3.173 eV
⟨S²⟩: 0.7503

```
18
C3H11NO3 ωB97M-V with the def2-TZVPD basis set
C 0.09 -0.09 -1.49
N 1.23 -0.53 -0.96
C 2.49 0.24 -0.97
C 2.87 0.66 0.43
O -0.93 -0.75 -1.67
H 0.07 0.97 -1.81
H 1.40 -1.53 -0.79
H 2.34 1.05 -1.68
H 3.29 -0.38 -1.38
H 3.88 0.47 0.77
H 2.39 0.03 1.19
H 2.54 1.66 0.75
H -1.01 -0.78 1.27
H -1.88 -1.14 0.00
O -1.87 -1.07 0.98
H -6.09 0.79 1.28
H -5.10 -0.16 1.97
O -5.71 0.57 2.13
```

Results of the Löwdin charge analysis, in e, for atoms 1 through 2: atom 1 (C): -0.46, atom 2 (N): 0.02



## ii
Here is a 4-piece molecular cluster, C3H11NO3 overall from the Open Molecules 2025 dataset. Energies are from ωB97M-V with the def2-TZVPD basis set.

Computed properties:
Spin multiplicity: 2
Total charge: -1
LUMO energy (spin up / spin down): 3.206 / 3.204 eV
⟨S²⟩: 0.7670

```
18
C3H11NO3 ωB97M-V with the def2-TZVPD basis set
C -1.76 -0.34 1.21
C -2.89 0.41 1.40
C 0.46 -0.55 0.62
N -0.57 0.25 0.93
H -1.67 -1.39 1.52
H -2.81 1.48 1.25
H -3.71 0.09 2.04
H 1.44 -0.15 0.37
H 0.33 -1.63 0.45
H -0.90 5.23 -3.04
H -2.33 4.63 -2.98
O -1.45 4.52 -3.38
H 3.52 -3.32 1.39
H 2.87 -3.47 2.79
O 3.30 -2.85 2.20
H 1.03 -1.55 -1.60
H 1.95 -1.77 -2.80
O 1.89 -1.28 -1.96
```

Results of the Löwdin charge analysis, in e, for atoms 1 through 2: atom 1 (C): -0.40, atom 2 (C): -0.14



Most stable one: i, least stable one: ii.



## i
Here is a 13-piece molecular cluster, C5H36N2O13 overall from the Open Molecules 2025 dataset. Energies are from ωB97M-V with the def2-TZVPD basis set.

Computed properties:
Spin multiplicity: 1
LUMO energy: -0.176 eV

```
56
C5H36N2O13 ωB97M-V with the def2-TZVPD basis set
C 0.63 -1.27 2.72
N 1.22 -0.76 1.63
C 2.58 -0.18 1.91
C 3.19 0.44 0.66
C 0.99 -1.33 0.29
C 1.86 -2.61 0.17
N 1.08 -3.74 -0.41
O -0.48 -1.79 2.73
H 1.06 -0.96 3.67
H 3.25 -1.03 2.08
H 2.52 0.43 2.80
H 3.60 -0.34 0.03
H 4.00 1.12 0.91
H 2.53 1.05 0.04
H -0.07 -1.58 0.23
H 1.18 -0.70 -0.57
H 2.81 -2.47 -0.35
H 2.15 -2.93 1.17
H 0.24 -3.34 -0.79
H 0.85 -4.38 0.34
H -1.55 1.10 0.61
H -0.40 0.64 -0.39
O -1.32 0.53 -0.14
H -0.89 -2.93 1.34
H -2.61 -3.03 -1.14
O -1.29 -3.29 0.54
H -2.12 3.38 2.48
H -1.78 3.38 1.09
O -2.26 2.81 1.71
H -2.84 -1.87 -1.99
H -1.27 0.76 -3.06
O -2.19 -2.57 -1.87
H 1.73 2.12 -1.98
H 2.76 3.10 -2.47
O 2.53 2.57 -1.70
H 1.59 3.83 -0.31
H 0.09 3.60 -0.37
O 0.77 4.08 0.13
H -1.19 1.89 -1.21
H -1.77 3.29 -1.74
O -1.08 2.62 -1.87
H 0.37 2.30 2.27
H 0.66 3.80 2.10
O 0.32 3.14 2.73
H -3.09 -0.67 0.33
H -2.53 -1.63 1.37
O -3.30 -1.48 0.81
H -2.14 -3.69 0.73
H -1.41 -0.45 -2.17
O -1.91 0.10 -2.77
H -3.38 1.85 -1.98
H -3.66 1.80 -0.59
O -3.83 2.39 -1.33
H 0.47 -2.36 -3.04
H 1.93 -2.64 -2.40
O 1.40 -2.11 -2.99
```

Results of the Löwdin charge analysis, in e, for atoms 1 through 2: atom 1 (C): -0.30, atom 2 (N): -0.08



## ii
Here is a 13-piece molecular cluster, C5H36N2O13 overall from the Open Molecules 2025 dataset. Energies are from ωB97M-V with the def2-TZVPD basis set.

Computed properties:
Spin multiplicity: 1
LUMO energy: -0.088 eV

```
56
C5H36N2O13 ωB97M-V with the def2-TZVPD basis set
O 0.39 -0.31 -0.16
C -0.01 0.76 0.32
N -1.27 0.94 0.76
C -2.10 -0.24 0.86
C -1.88 2.17 1.27
C 0.96 1.96 0.33
C 0.70 2.89 -0.89
N 2.26 1.38 0.59
H -2.55 -0.56 -0.08
H -1.57 -1.17 1.13
H -2.95 -0.12 1.53
H -1.35 3.03 0.84
H -1.66 2.11 2.34
H -2.88 2.30 0.89
H 0.78 2.63 1.19
H -0.38 3.04 -0.87
H 1.19 3.85 -0.73
H 1.00 2.42 -1.83
H 3.02 2.05 0.57
H 2.66 0.67 -0.01
H 0.51 1.36 3.71
H -0.11 1.22 5.02
O -0.38 1.36 4.10
H 2.09 -1.21 -2.99
H 2.77 -2.73 -3.04
O 2.17 -2.09 -2.62
H 1.13 -3.93 -0.36
H 0.89 -2.51 -0.53
O 0.50 -3.26 -0.05
H -1.18 3.36 -2.57
H -2.61 3.34 -2.78
O -1.88 3.97 -2.90
H -0.48 -3.66 -1.49
H 0.19 -3.58 -2.73
O -0.70 -3.81 -2.43
H 1.15 -2.36 1.98
H 0.28 -1.28 1.48
O 0.57 -1.68 2.32
H 2.34 -0.48 4.63
H 1.25 -0.72 3.52
O 1.64 -0.05 4.12
H -0.93 -1.10 -1.33
H -1.42 -2.20 -2.26
O -1.69 -1.32 -1.88
H 3.93 -1.31 2.72
H 2.75 -0.95 1.73
O 3.49 -1.53 1.89
H 3.40 -3.35 0.76
H 3.21 -2.37 -0.49
O 3.10 -3.27 -0.17
H -2.98 0.52 -4.09
H -2.72 -0.09 -2.84
O -3.24 0.69 -3.18
H -4.13 2.45 -1.97
H -3.57 1.02 -1.94
O -3.69 1.80 -1.39
```

Results of the Löwdin charge analysis, in e, for atoms 1 through 2: atom 1 (O): -0.02, atom 2 (C): -0.40



Most stable one: i, least stable one: ii.



## i
Here is a 2-piece molecular cluster, C6H8N2O3 overall from the Open Molecules 2025 dataset. Energies are from ωB97M-V with the def2-TZVPD basis set.

Computed properties:
Spin multiplicity: 1
LUMO energy (spin up / spin down): 0.083 / -1.515 eV

```
19
C6H8N2O3 ωB97M-V with the def2-TZVPD basis set
C -1.22 1.38 0.27
C -1.72 0.78 1.29
C -0.01 0.78 -0.45
C -1.37 -0.61 1.67
C 0.53 -0.55 0.11
C -0.70 -1.37 0.55
N 0.46 1.65 -1.32
N 2.48 -0.23 -2.46
O 1.36 1.98 -2.12
O 2.95 -1.31 -2.57
O 2.94 0.83 -2.18
H -1.34 2.43 0.08
H -2.27 1.34 1.98
H -0.61 -0.48 2.43
H -2.23 -1.02 1.95
H 1.10 -1.08 -0.72
H 1.31 -0.53 0.91
H -0.40 -2.42 0.98
H -1.27 -1.58 -0.40
```

Results of the Löwdin charge analysis, in e, for atoms 1 through 2: atom 1 (C): -0.05, atom 2 (C): -0.12



## ii
Here is a 2-piece molecular cluster, C6H8N2O3 overall from the Open Molecules 2025 dataset. Energies are from ωB97M-V with the def2-TZVPD basis set.

Computed properties:
Spin multiplicity: 1
LUMO energy: 0.207 eV

```
19
C6H8N2O3 ωB97M-V with the def2-TZVPD basis set
C -0.71 -1.66 -0.57
C 0.40 0.51 -0.92
C 1.65 0.22 -0.18
C 1.42 -0.03 1.36
C 1.54 -0.02 2.58
C -0.72 1.53 -0.42
H -2.62 -0.67 0.91
H -1.45 -2.24 1.14
H -0.33 -0.94 -2.39
H 0.67 1.16 -1.90
H 2.64 0.86 -0.22
H 2.15 -0.60 -0.84
H 1.56 -0.51 3.63
H -1.41 3.42 -0.25
N -1.39 -1.35 0.73
N -0.37 -0.75 -1.36
O -0.78 -2.84 -1.10
O -0.49 2.90 -0.26
O -1.77 1.01 0.06
```

Results of the Löwdin charge analysis, in e, for atoms 1 through 2: atom 1 (C): -0.59, atom 2 (C): -0.21



## iii
Here is one molecule with the formula C6H8N2O3 from the Open Molecules 2025 dataset. Energies are from ωB97M-V with the def2-TZVPD basis set.

Computed properties:
Spin multiplicity: 1
LUMO energy: 0.458 eV
Structure (SMILES): C#CC[C@@H](NC(N)=O)C(=O)O

```
19
C6H8N2O3 ωB97M-V with the def2-TZVPD basis set
C 0.77 1.13 1.73
C -0.77 0.74 -0.36
C -1.43 -0.64 0.07
C -0.57 -1.75 -0.06
C 0.12 -2.72 -0.25
C 0.22 0.58 -1.49
H 1.78 0.09 0.23
H 2.39 -0.08 1.85
H -0.98 1.96 1.31
H -1.64 1.32 -0.70
H -2.28 -0.85 -0.56
H -1.74 -0.53 1.13
H 0.50 -3.65 -0.44
H 0.35 0.24 -3.29
N 1.60 0.11 1.27
N -0.23 1.51 0.81
O 0.85 1.63 2.82
O -0.40 0.40 -2.64
O 1.45 0.52 -1.41
```

Results of the Löwdin charge analysis, in e, for atoms 1 through 2: atom 1 (C): -0.60, atom 2 (C): -0.18



Most stable one: iii, least stable one: i.



## i
Here is ArH26O13 as an isolated structure from the Open Molecules 2025 dataset. Energies are from ωB97M-V with the def2-TZVPD basis set.

Computed properties:
Spin multiplicity: 1
LUMO energy: -0.631 eV

```
40
ArH26O13 ωB97M-V with the def2-TZVPD basis set
Ar 0.40 0.19 0.02
O 1.90 3.80 1.18
H 1.48 2.94 1.23
H 1.92 4.11 2.09
O -0.21 -3.40 -0.24
H -0.53 -3.59 -1.12
H -0.91 -3.70 0.34
O -2.49 1.93 2.16
H -2.75 2.41 1.37
H -2.62 1.01 1.94
O -2.10 -3.43 1.82
H -2.08 -2.51 1.54
H -3.02 -3.68 1.78
O 2.57 -2.81 -0.34
H 1.63 -2.88 -0.13
H 2.61 -2.16 -1.04
O -2.92 -0.73 1.59
H -3.25 -0.77 0.69
H -3.66 -1.01 2.13
O 0.70 3.40 -1.82
H 0.65 3.84 -0.97
H -0.09 2.87 -1.86
O -1.97 -1.07 -1.93
H -1.69 -0.19 -1.66
H -1.31 -1.35 -2.56
O -0.03 1.64 3.12
H -0.80 2.01 2.68
H -0.19 0.70 3.12
O -1.88 1.84 -1.85
H -2.00 2.31 -2.68
H -2.54 2.21 -1.26
O 2.89 -0.83 -2.18
H 3.28 -1.35 -2.88
H 3.63 -0.59 -1.62
O 3.14 -1.51 2.05
H 2.71 -2.21 2.55
H 2.93 -1.71 1.14
O 2.34 1.51 -3.15
H 1.82 2.08 -2.58
H 2.44 0.70 -2.66
```

Results of the Löwdin charge analysis, in e, for atoms 1 through 2: atom 1 (Ar): 0.24, atom 2 (O): -0.05



## ii
Here is ArH26O13 as an isolated structure from the Open Molecules 2025 dataset. Energies are from ωB97M-V with the def2-TZVPD basis set.

Computed properties:
Spin multiplicity: 1
LUMO energy: -0.028 eV

```
40
ArH26O13 ωB97M-V with the def2-TZVPD basis set
Ar -0.35 -0.21 0.20
O -1.54 0.26 -4.18
H -1.24 -0.50 -3.68
H -1.27 1.02 -3.66
O -3.30 -1.51 2.55
H -2.41 -1.83 2.39
H -3.63 -2.06 3.25
O 1.33 2.93 -0.62
H 1.61 2.29 0.04
H 0.96 3.65 -0.11
O -2.38 1.28 2.63
H -2.85 0.45 2.55
H -2.98 1.93 2.25
O 3.38 -0.70 -1.14
H 3.25 0.12 -0.67
H 3.43 -0.45 -2.06
O -2.11 3.93 -0.91
H -1.42 3.34 -1.23
H -2.54 4.24 -1.71
O -0.65 -3.17 2.69
H 0.22 -3.14 3.08
H -0.50 -3.38 1.77
O 3.01 -2.80 0.87
H 2.69 -3.54 0.35
H 2.75 -2.02 0.36
O -0.18 -3.91 -0.25
H 0.40 -4.45 -0.79
H -1.02 -4.37 -0.27
O 2.43 1.25 1.00
H 3.18 1.67 1.41
H 1.79 1.15 1.70
O -0.35 -1.93 -2.77
H 0.45 -1.47 -3.01
H -0.15 -2.31 -1.91
O 0.46 1.91 2.92
H -0.48 1.73 2.81
H 0.58 2.77 2.52
O -0.47 2.33 -2.76
H -0.26 2.86 -3.53
H 0.14 2.64 -2.08
```

Results of the Löwdin charge analysis, in e, for atoms 1 through 2: atom 1 (Ar): 0.22, atom 2 (O): -0.07



Most stable one: ii, least stable one: i.



## i
Here is C24H21Cl3F3N6O2Ru as an isolated structure from the Open Molecules 2025 dataset. Energies are from ωB97M-V with the def2-TZVPD basis set.

Computed properties:
Spin multiplicity: 2
Total charge: +2
LUMO energy (spin up / spin down): -7.049 / -7.537 eV
⟨S²⟩: 0.8657

```
60
C24H21Cl3F3N6O2Ru ωB97M-V with the def2-TZVPD basis set
Ru 0.21 -0.07 0.35
C -3.94 1.77 1.51
C -2.46 1.79 1.27
O -1.91 0.98 0.51
N -1.76 2.70 1.97
C -0.31 2.69 1.98
C 0.19 1.63 2.94
C 0.70 1.95 4.18
C 1.08 0.92 5.04
C 0.90 -0.39 4.65
C 0.37 -0.64 3.40
N 0.04 0.35 2.56
H -4.44 1.18 0.74
H -4.36 2.78 1.53
H -4.12 1.30 2.48
H -2.24 3.33 2.59
H 0.06 3.67 2.26
H 0.03 2.46 0.96
H 0.81 2.99 4.47
H 1.50 1.16 6.01
H 1.16 -1.21 5.30
H 0.20 -1.65 3.04
C 4.28 -2.69 1.86
N 4.05 -1.29 1.50
C 5.04 -0.36 1.51
C 4.81 0.93 1.16
C 3.50 1.28 0.74
N 2.53 0.37 0.78
C 2.77 -0.90 1.15
O 1.83 -1.71 1.16
N 3.21 2.51 0.31
H 5.33 -2.92 1.75
H 3.68 -3.32 1.21
H 3.97 -2.87 2.88
H 6.02 -0.71 1.81
H 5.61 1.66 1.17
H 3.92 3.21 0.19
H 2.30 2.69 -0.08
Cl 1.97 -2.30 -3.21
C 2.55 -0.62 -3.27
Cl 4.20 -0.53 -2.60
Cl 2.50 0.04 -4.90
C 1.68 0.13 -2.38
N 0.99 0.65 -1.63
F -4.41 -0.82 -6.80
C -5.18 -1.19 -5.76
F -6.11 -0.23 -5.59
F -5.81 -2.32 -6.11
C -4.33 -1.39 -4.53
C -4.48 -0.56 -3.42
C -3.60 -0.68 -2.37
C -2.56 -1.61 -2.42
C -2.45 -2.47 -3.52
C -3.34 -2.36 -4.57
C -1.59 -1.61 -1.39
C -0.75 -1.60 -0.49
H -5.27 0.17 -3.40
H -3.66 -0.02 -1.51
H -1.66 -3.21 -3.55
H -3.26 -3.01 -5.43
```

Results of the Löwdin charge analysis, in e, for atoms 1 through 2: atom 1 (Ru): 1.26, atom 2 (C): 0.04



## ii
Here is C24H21Cl3F3N6O2Ru as an isolated structure from the Open Molecules 2025 dataset. Energies are from ωB97M-V with the def2-TZVPD basis set.

Computed properties:
Spin multiplicity: 2
Total charge: +2
LUMO energy (spin up / spin down): -5.469 / -9.573 eV
⟨S²⟩: 1.1395

```
60
C24H21Cl3F3N6O2Ru ωB97M-V with the def2-TZVPD basis set
Ru 0.23 0.68 -0.24
C 4.01 1.12 -2.56
C 2.99 1.48 -1.53
O 2.03 0.71 -1.34
N 3.17 2.63 -0.86
C 2.29 3.13 0.19
C 1.05 3.77 -0.40
C 0.88 5.14 -0.44
C -0.21 5.66 -1.12
C -1.07 4.79 -1.77
C -0.83 3.43 -1.67
N 0.19 2.91 -0.98
H 4.19 0.05 -2.52
H 4.94 1.66 -2.43
H 3.60 1.35 -3.55
H 3.96 3.20 -1.13
H 2.84 3.85 0.80
H 2.03 2.29 0.82
H 1.60 5.79 0.04
H -0.38 6.73 -1.17
H -1.90 5.15 -2.36
H -1.47 2.72 -2.19
C 1.80 -0.02 4.30
N 0.68 0.74 3.72
C -0.25 1.36 4.49
C -1.30 2.03 3.95
C -1.41 2.04 2.53
N -0.50 1.42 1.79
C 0.55 0.79 2.36
O 1.40 0.28 1.60
N -2.41 2.67 1.91
H 1.78 0.12 5.38
H 2.73 0.35 3.89
H 1.69 -1.07 4.05
H -0.10 1.30 5.56
H -2.02 2.54 4.58
H -3.15 3.10 2.43
H -2.50 2.60 0.91
Cl -5.42 0.97 -0.13
C -4.40 -0.12 -1.06
Cl -4.48 -1.76 -0.43
Cl -4.81 -0.06 -2.77
C -3.00 0.35 -0.91
N -1.93 0.73 -0.79
F 0.22 -8.40 -2.73
C -0.66 -8.03 -1.79
F -1.89 -8.35 -2.22
F -0.40 -8.72 -0.68
C -0.55 -6.54 -1.52
C -1.62 -5.69 -1.71
C -1.49 -4.29 -1.43
C -0.29 -3.75 -0.95
C 0.78 -4.63 -0.78
C 0.65 -6.03 -1.06
C -0.15 -2.38 -0.66
C 0.02 -1.18 -0.45
H -2.56 -6.08 -2.08
H -2.34 -3.63 -1.58
H 1.72 -4.24 -0.42
H 1.49 -6.69 -0.92
```

Results of the Löwdin charge analysis, in e, for atoms 1 through 2: atom 1 (Ru): 1.13, atom 2 (C): 0.03



Most stable one: i, least stable one: ii.